1.
The following is a quantum chemistry calculation of 2 unconnected molecules or ions with the total composition C6H12N2, from the Open Molecules 2025 dataset.

Values from the calculation:
**LUMO**: 0.939 eV
**Orbital gap**: 0.3550 Ha
**SMILES**: [H]/N=C/NC.C=CC=C
**ΔE to the lowest compared entry with this formula, charge and spin**: 165.9 kJ/mol

Cartesian coordinates (Å):
C: 2.6634 -0.1333 -1.9406
N: 1.3369 -0.6930 -1.7770
C: 1.0620 -1.7551 -0.9739
N: -0.0316 -2.3983 -1.0715
H: 2.6594 0.5486 -2.7836
H: 2.9702 0.4181 -1.0492
H: 3.4183 -0.9011 -2.1256
H: 0.6746 -0.5534 -2.5237
H: 1.8482 -1.9684 -0.2422
H: -0.0804 -3.1126 -0.3490
C: -1.8126 1.0520 3.3066
C: -1.3163 0.7967 2.0998
C: -1.8754 1.3804 0.8859
C: -1.5210 1.0389 -0.3457
H: -2.6519 1.7320 3.4026
H: -1.4094 0.5957 4.1963
H: -0.4776 0.1164 1.9961
H: -2.6852 2.0927 1.0190
H: -2.0033 1.4686 -1.2110
H: -0.7681 0.2751 -0.5131

Forces on the atoms, in the same order (eV/Å):
0.0869 -0.1905 0.3262
-0.0059 0.1060 -0.2654
0.0446 0.0210 -0.0087
-0.0020 -0.1032 0.2413
-0.0082 0.0790 -0.0295
-0.0326 0.0745 -0.0461
-0.0024 -0.0257 -0.1011
-0.0016 -0.0342 0.0204
-0.0026 0.0212 -0.0123
-0.0280 0.0382 -0.1370
-0.0104 0.0713 -0.2151
-0.0517 0.0359 0.1603
-0.2460 -0.0017 -0.1020
0.1858 -0.2648 0.0097
0.0187 -0.0357 0.1567
0.0051 0.0018 0.1184
0.0058 -0.0300 -0.1034
0.0769 0.0729 0.0982
-0.0102 0.0460 -0.0562
-0.0224 0.1181 -0.0543

***

2.
The following is a quantum chemistry calculation of C6H12N2 in the gas phase at a distorted geometry, from the Open Molecules 2025 dataset.

Values from the calculation:
**LUMO**: 1.064 eV
**Orbital gap**: 0.3065 Ha
**SMILES**: C1C[C@H]2CNC[C@@H]1N2
**ΔE to the lowest compared entry with this formula, charge and spin**: 1282.0 kJ/mol

Cartesian coordinates (Å):
C: 2.0453 0.6296 -0.0562
C: 1.7296 -0.8838 -0.1283
C: 0.0546 -0.9740 0.0060
C: -1.5000 -1.3494 0.1526
C: -1.4386 1.4533 0.0764
C: 0.3787 1.0892 -0.1916
H: 2.4910 1.0487 0.7606
H: 2.7567 0.9413 -0.8269
H: 2.3930 -1.3654 -1.0432
H: 2.2234 -1.0802 0.7926
H: -0.1005 -0.5584 -1.1229
H: -1.9861 -2.2184 -0.4777
H: -1.9461 -1.2370 1.2856
H: -2.6232 0.0292 -1.1978
H: -1.4351 1.8899 1.1608
H: -1.8439 2.0626 -0.6353
H: -0.0390 0.5239 -0.9723
H: 0.7736 -0.0965 1.7241
N: -1.9430 0.0052 -0.1966
N: 0.0096 0.0901 0.8901

Forces on the atoms, in the same order (eV/Å):
-3.2098 1.1259 -4.6757
2.2717 -1.8021 -1.5479
1.0257 -2.6943 -2.6945
-1.2040 -0.3783 2.8551
2.2908 -2.5154 3.0196
0.1018 2.2035 3.4025
0.4651 0.5131 2.8778
-0.6048 -0.0057 -0.6284
-2.1564 0.8904 2.2112
0.1801 -1.9432 0.7448
0.1930 -3.5761 2.3060
0.8811 2.0736 1.0936
1.7715 -1.9638 -2.2692
2.9487 -0.0553 3.8184
-0.5106 -1.2426 -2.2269
-1.2654 1.5640 -1.8734
1.3382 2.4965 -1.3435
-2.2848 1.0143 -2.8910
-4.6379 3.5293 -5.1970
2.4061 0.7662 3.0185

***

3.
The following is a quantum chemistry calculation of C6H12N2 in the gas phase at a distorted geometry, from the Open Molecules 2025 dataset.

Values from the calculation:
**LUMO (alpha / beta)**: 1.112 / -0.036 eV
**Orbital gap (alpha / beta)**: 0.2672 / 0.3406 Ha
**Multiplicity**: 3
**⟨S²⟩**: 2.016
**ΔE to the lowest compared entry with this formula, charge and spin**: 183.6 kJ/mol

Cartesian coordinates (Å):
C: 1.3889 0.1518 0.5645
C: 2.1822 -0.8077 0.2780
C: -0.1912 0.7145 0.3817
C: -1.1107 0.2847 -0.6774
C: 1.9312 -1.8506 -0.7761
C: 0.1779 2.2743 0.2085
N: -2.7188 -0.4418 0.8812
N: -1.9560 -0.6491 -0.3492
H: 3.1929 -0.6493 0.5314
H: -0.6986 0.5111 1.2370
H: -0.8793 0.4415 -1.6894
H: 2.6395 -2.0139 -1.5499
H: 0.8938 -1.8111 -1.0977
H: 1.9178 -2.8030 -0.3067
H: 0.8272 2.3212 -0.6681
H: 0.7445 2.5987 1.1095
H: -0.6849 2.9339 0.0478
H: -2.1450 -0.5866 1.7836
H: -2.9835 0.5471 1.0579
H: -2.5277 -1.1656 -0.9664

Forces on the atoms, in the same order (eV/Å):
-4.6851 1.5216 0.5214
0.8686 -0.4216 -2.1074
4.7033 2.3332 -2.1502
2.5776 1.6805 -0.7541
-1.5651 -0.6692 1.1737
-0.2421 -1.0431 0.7985
0.5301 -0.1235 2.0948
-2.6743 -1.7441 3.4720
1.3659 -0.2245 0.7391
-0.7072 -0.1711 2.8993
0.2017 0.1049 -1.2451
0.6341 0.7420 -0.8720
0.0560 0.4416 -0.6623
0.2209 -1.1744 0.8378
-0.0149 0.2237 0.1178
-0.3445 -0.0628 -0.7243
0.0926 -0.3280 0.1223
-0.7739 -0.5281 -2.2586
0.1275 -0.4525 -1.1709
-0.3714 -0.1045 -0.8318

***

4.
The following is a quantum chemistry calculation of 2 unconnected molecules or ions with the total composition C6H12N2, from the Open Molecules 2025 dataset.

Values from the calculation:
**LUMO (alpha / beta)**: 0.128 / -0.650 eV
**Orbital gap (alpha / beta)**: 0.2596 / 0.3673 Ha
**Multiplicity**: 3
**⟨S²⟩**: 2.008
**ΔE to the lowest compared entry with this formula, charge and spin**: 133.2 kJ/mol

Cartesian coordinates (Å):
C: 2.2624 0.1940 -0.6601
C: -0.4321 2.1323 0.3575
C: -0.8203 -0.6050 -1.2850
C: -0.7980 -1.6827 0.9792
C: -0.1852 0.7235 0.7443
C: -1.0291 -0.3786 0.2206
N: 3.3253 -0.0783 0.2871
N: 2.8778 -1.0291 -0.3745
H: 2.4310 0.7429 -1.5706
H: 0.4689 2.6061 -0.0411
H: -1.2215 2.2047 -0.3893
H: -0.7223 2.7183 1.2368
H: -0.9246 0.3226 -1.8416
H: 0.1819 -0.9923 -1.4511
H: -1.5475 -1.3216 -1.6615
H: 0.2344 -2.0043 0.8633
H: -1.4476 -2.4645 0.5904
H: -1.0067 -1.5573 2.0396
H: 0.4338 0.5417 1.6071
H: -2.0805 -0.0727 0.3488

Forces on the atoms, in the same order (eV/Å):
0.9667 0.2137 0.0713
0.1018 -0.1480 0.1257
-0.0114 0.0616 0.2324
-0.2146 0.2139 -0.0963
-0.7370 0.2016 0.4470
-0.0639 -0.1211 -0.0730
-0.4550 -0.0029 -0.1373
0.1871 -0.4507 0.1773
-0.1775 0.2289 -0.3951
0.0855 0.1182 -0.1068
-0.0273 0.0952 -0.0402
-0.0407 0.1104 -0.0889
-0.0296 0.0970 -0.1179
0.0457 -0.1192 -0.1601
-0.0213 -0.0719 -0.0897
0.1494 -0.0878 0.0087
-0.0096 -0.1279 0.0097
0.0160 -0.0267 0.1034
0.2587 -0.1015 0.1143
-0.0232 -0.0827 0.0155

***

5.
The following is a quantum chemistry calculation of a molecular structure, C6H12N2O at a distorted geometry, from the Open Molecules 2025 dataset.

Values from the calculation:
**LUMO**: 0.632 eV
**Orbital gap**: 0.3393 Ha
**ΔE to the lowest compared entry with this formula, charge and spin**: 1246.9 kJ/mol

Cartesian coordinates (Å):
C: 0.4276 -0.2145 -2.5384
C: 0.3739 -1.4073 -0.4539
C: 0.3724 -2.6087 0.4605
C: 0.7899 1.7785 0.5885
C: -0.7214 1.5833 0.4028
C: -1.4839 1.2741 1.7005
H: -0.1991 -0.6003 -3.7217
H: 1.9068 -0.2988 -2.5658
H: -0.1602 0.9964 -2.1153
H: 1.3570 -2.3382 1.6145
H: 0.8964 -3.4503 -0.1776
H: -0.8233 -3.0901 0.9139
H: 1.5400 1.3231 1.4440
H: 1.2308 2.5612 0.0018
H: -1.3665 2.1989 -0.3103
H: -0.9487 0.4901 2.0901
H: -2.5119 0.7064 1.8240
H: -1.5242 2.1623 2.6236
N: 0.3292 -0.4382 0.4158
N: 0.3690 0.8105 -0.3537
O: 0.1462 -1.4384 -1.8431

Forces on the atoms, in the same order (eV/Å):
0.0262 0.5009 -4.2036
-2.0853 0.4847 2.8014
1.1780 -4.1087 1.1498
1.5987 0.4068 0.8054
-0.4875 2.6229 -0.1728
-2.1646 0.6807 2.2399
2.5829 1.4873 3.2907
-4.6289 1.0640 -0.3047
2.2623 -4.6218 -1.8641
-3.4538 -0.9584 -3.6635
-1.1512 1.0252 1.7063
4.0160 1.8228 -1.5366
-2.6348 1.4493 -1.7260
0.3638 0.8026 0.4031
1.5581 -0.3072 0.8744
1.8065 -1.5777 1.6764
1.3651 1.7040 -1.4580
0.3755 -2.2503 -3.2226
1.7860 0.0716 -4.5825
-2.7057 -1.1394 4.2406
0.3927 0.8409 3.5463

***

- Among the records above, which one has the highest ΔE to the lowest compared entry with this formula, charge and spin?
  number 2

***

What did the fifth record say?
The following is a quantum chemistry calculation of a molecular structure, C6H12N2O at a distorted geometry, from the Open Molecules 2025 dataset.

Values from the calculation:
**LUMO**: 0.632 eV
**Orbital gap**: 0.3393 Ha
**ΔE to the lowest compared entry with this formula, charge and spin**: 1246.9 kJ/mol

Cartesian coordinates (Å):
C: 0.4276 -0.2145 -2.5384
C: 0.3739 -1.4073 -0.4539
C: 0.3724 -2.6087 0.4605
C: 0.7899 1.7785 0.5885
C: -0.7214 1.5833 0.4028
C: -1.4839 1.2741 1.7005
H: -0.1991 -0.6003 -3.7217
H: 1.9068 -0.2988 -2.5658
H: -0.1602 0.9964 -2.1153
H: 1.3570 -2.3382 1.6145
H: 0.8964 -3.4503 -0.1776
H: -0.8233 -3.0901 0.9139
H: 1.5400 1.3231 1.4440
H: 1.2308 2.5612 0.0018
H: -1.3665 2.1989 -0.3103
H: -0.9487 0.4901 2.0901
H: -2.5119 0.7064 1.8240
H: -1.5242 2.1623 2.6236
N: 0.3292 -0.4382 0.4158
N: 0.3690 0.8105 -0.3537
O: 0.1462 -1.4384 -1.8431

Forces on the atoms, in the same order (eV/Å):
0.0262 0.5009 -4.2036
-2.0853 0.4847 2.8014
1.1780 -4.1087 1.1498
1.5987 0.4068 0.8054
-0.4875 2.6229 -0.1728
-2.1646 0.6807 2.2399
2.5829 1.4873 3.2907
-4.6289 1.0640 -0.3047
2.2623 -4.6218 -1.8641
-3.4538 -0.9584 -3.6635
-1.1512 1.0252 1.7063
4.0160 1.8228 -1.5366
-2.6348 1.4493 -1.7260
0.3638 0.8026 0.4031
1.5581 -0.3072 0.8744
1.8065 -1.5777 1.6764
1.3651 1.7040 -1.4580
0.3755 -2.2503 -3.2226
1.7860 0.0716 -4.5825
-2.7057 -1.1394 4.2406
0.3927 0.8409 3.5463

***

- Look up the ΔE to the lowest compared entry with this formula, charge and spin of the fifth one.
  1246.9 kJ/mol